Here is a 7-piece molecular cluster, C12H38ClN10O10 overall in a non-equilibrium geometry from the Open Molecules 2025 dataset. Energies are from wB97M-V/def2-TZVPD.

The net charge is -1. The value obtained for the orbital gap is 9.82 eV. The energy is -2240.1141 Eh. The highest occupied orbital energy is -7.35 eV. The value obtained for the energy relative to the best compared isomer or geometry (same formula, charge and spin) is 73.5 kJ/mol.

Positions of all 71 atoms, in Å:
1 Cl 8.275 8.759 -11.140
2 O 9.096 7.634 -10.703
3 O 7.539 8.292 -12.279
4 O 7.318 9.043 -10.089
5 O 9.028 9.958 -11.423
6 C 3.649 9.619 -13.423
7 O 3.037 8.934 -14.255
8 N 3.544 10.987 -13.457
9 N 4.527 9.135 -12.509
10 H 3.943 11.467 -12.672
11 H 3.136 11.430 -14.252
12 H 4.855 8.203 -12.704
13 H 4.938 9.842 -11.933
14 C 7.027 10.261 -15.617
15 O 7.126 10.707 -16.759
16 N 6.396 9.134 -15.229
17 N 7.765 10.785 -14.580
18 H 5.802 8.791 -15.973
19 H 6.022 9.228 -14.294
20 H 7.534 10.376 -13.685
21 H 8.596 11.307 -14.757
22 C 5.119 5.539 -11.268
23 O 4.112 5.189 -10.653
24 N 6.365 5.580 -10.695
25 N 5.069 5.860 -12.586
26 H 6.203 5.573 -9.700
27 H 7.060 6.176 -11.121
28 H 4.239 5.822 -13.146
29 H 5.891 6.151 -13.090
30 C 9.921 13.337 -8.738
31 O 8.843 13.912 -8.839
32 N 10.255 12.211 -9.438
33 N 10.918 13.802 -7.920
34 H 11.136 11.799 -9.200
35 H 9.603 11.767 -10.059
36 H 10.836 14.695 -7.476
37 H 11.834 13.397 -7.949
38 C 10.079 3.210 -12.785
39 C 10.703 4.556 -13.322
40 C 9.659 5.478 -13.927
41 O 8.713 4.832 -14.758
42 C 7.830 5.719 -15.433
43 N 11.318 5.169 -12.150
44 H 9.099 2.987 -13.218
45 H 10.025 3.172 -11.702
46 H 10.631 2.377 -13.229
47 H 11.384 4.162 -14.074
48 H 10.213 6.129 -14.631
49 H 9.188 6.186 -13.237
50 H 8.401 6.129 -16.272
51 H 7.528 6.451 -14.676
52 H 6.924 5.282 -15.851
53 H 11.400 6.179 -12.293
54 H 10.677 5.178 -11.361
55 C 14.233 10.494 -12.445
56 C 12.781 10.663 -12.040
57 C 11.927 11.133 -13.216
58 O 12.380 12.342 -13.783
59 C 11.783 12.619 -15.026
60 N 12.265 9.449 -11.373
61 H 14.796 9.643 -12.059
62 H 14.822 11.405 -12.334
63 H 14.311 10.284 -13.523
64 H 12.753 11.429 -11.257
65 H 10.859 11.166 -12.967
66 H 12.039 10.362 -13.996
67 H 12.360 13.381 -15.546
68 H 10.739 12.875 -14.810
69 H 11.804 11.770 -15.725
70 H 11.247 9.543 -11.420
71 H 12.405 8.707 -12.066